[1]
This record from OMol25 describes C22H18ClNO4 in the gas phase in a non-equilibrium geometry. The level of theory is ωB97M-V/def2-TZVPD.

Each line ends with the Mulliken charge.
Cartesian coordinates (Å):
C -0.846 -3.993 1.098  -0.6847
H -0.514 -4.587 0.118  0.1837
H 0.154 -3.367 1.317  0.2648
H -1.208 -4.682 1.775  0.4179
O -1.912 -3.253 0.557  -0.4095
C -1.667 -1.876 0.607  0.8536
O -0.552 -1.520 0.831  -0.6381
C -2.800 -0.917 0.146  0.8331
C -4.096 -1.500 0.068  -1.0669
C -5.127 -0.809 -0.084  -0.1292
C -5.102 0.813 -0.189  -0.9790
C -3.914 1.316 -0.215  -1.1130
C -2.636 0.282 0.008  0.3702
N -1.385 1.129 0.239  0.1767
C -1.068 2.347 0.117  0.2909
O -1.917 3.253 0.303  -0.6971
C 0.449 2.432 0.404  0.9388
C 1.291 1.580 0.857  0.0458
C 2.791 2.026 0.736  0.3890
C 3.104 3.225 0.535  0.1560
C 2.180 4.146 -0.061  -0.7139
C 0.758 3.954 0.148  -1.1113
H 0.149 4.713 -0.264  0.4105
H 2.513 5.182 -0.080  0.3632
H 4.190 3.562 0.182  0.1983
C 3.751 0.844 1.106  -1.1556
O 4.063 -0.051 -0.077  -0.4656
C 3.087 -0.433 -0.702  0.3290
C 2.172 -0.065 -1.546  -0.0679
C 1.304 -0.814 -2.211  -0.7260
C 1.095 -1.993 -1.992  -0.2317
C 1.844 -2.712 -1.095  -0.7638
C 2.872 -1.891 -0.307  0.5640
Cl 3.792 -2.783 0.881  -0.2240
H 1.718 -3.790 -0.696  0.4145
H 0.363 -2.486 -2.396  0.6911
H 0.678 -0.311 -3.211  0.0333
H 2.417 1.023 -1.661  0.3721
H 4.584 1.268 1.529  0.4974
H 3.123 0.242 1.932  0.2387
H 1.091 0.578 1.265  0.3916
H -0.800 0.426 0.536  -0.1714
H -3.811 2.246 -0.184  0.7671
H -5.968 1.077 -0.362  0.6505
H -6.239 -1.173 -0.225  0.2499
H -3.970 -2.659 0.263  0.2570

Computed properties:
- Lowest unoccupied orbital energy: 0.00268 Ha
- SMILES string: COC(=O)c1ccccc1NC(=O)c1cccc(COc2ccccc2Cl)c1
- Orbital gap: 8.615 eV
- Total charge: 0
- Relative energy (zero: lowest compared OMol25 entry of this formula, charge and spin): 326.7 kcal/mol

=====

[2]
This record from OMol25 describes C22H18DyN8OS as an isolated structure. The level of theory is ωB97M-V/def2-TZVPD.

Each line ends with the Mulliken charge.
Cartesian coordinates (Å):
Dy -0.026 -0.283 -0.435  1.0517
N -0.846 1.230 -1.878  -0.5383
C -1.607 2.122 -1.858  0.5907
C -2.423 3.210 -1.768  -0.0299
C -1.824 4.374 -1.183  0.1462
N -1.284 5.249 -0.661  -0.4354
C -3.803 3.145 -2.131  0.0393
N -4.916 3.092 -2.423  -0.3951
C -1.638 -1.889 -0.053  -0.3993
C -2.501 -2.663 -0.437  -0.2140
C -3.552 -3.540 -0.880  0.7017
C -4.719 -3.681 -0.128  -0.4343
C -5.734 -4.512 -0.574  -0.4777
C -5.597 -5.204 -1.769  -0.4063
C -4.437 -5.068 -2.523  -0.4831
C -3.418 -4.240 -2.083  -0.4733
H -4.826 -3.129 0.797  0.4067
H -6.640 -4.612 0.010  0.3854
H -6.396 -5.847 -2.117  0.3827
H -4.332 -5.603 -3.458  0.3804
H -2.515 -4.119 -2.668  0.4006
C 4.473 -3.716 2.050  -0.9589
N 3.542 -2.841 1.349  0.0446
C 3.387 -2.841 -0.098  -0.3876
C 2.306 -1.806 -0.247  0.5813
O 1.774 -1.437 -1.317  -0.7507
N 1.940 -1.308 0.941  -0.1969
C 2.696 -1.953 1.866  0.3943
N 2.585 -1.682 3.155  -0.3442
H 4.413 -4.715 1.625  0.3186
H 4.208 -3.792 3.102  0.3674
H 5.495 -3.350 1.966  0.3250
H 3.057 -3.808 -0.482  0.3627
H 4.298 -2.545 -0.621  0.3403
H 1.886 -1.025 3.456  0.2070
H 3.142 -2.141 3.853  0.1768
N 4.704 5.307 0.654  -0.3542
C 4.155 4.539 1.599  -0.1691
S 4.616 4.492 3.172  -0.2748
C 3.102 3.594 1.111  0.6950
C 1.863 3.534 1.729  -0.4725
C 0.949 2.601 1.294  -0.7208
N 1.212 1.721 0.317  -0.0107
C 2.400 1.797 -0.292  -0.2104
C 3.361 2.723 0.057  -0.6766
H 5.423 5.959 0.925  0.2212
H 4.290 5.403 -0.259  0.2416
H 1.619 4.206 2.541  0.4802
H -0.035 2.551 1.744  0.5536
H 2.584 1.103 -1.105  0.5536
H 4.310 2.743 -0.465  0.4654

Computed properties:
- Lowest unoccupied orbital energy (alpha / beta): -0.17170 / -0.12334 Ha
- Orbital gap (alpha / beta): 5.946 / 7.282 eV
- Total charge: +1
- Relative energy (zero: lowest compared OMol25 entry of this formula, charge and spin): 41.4 kcal/mol
- Spin multiplicity: 6

=====

[3]
This record from OMol25 describes C22H18MnN4 as an isolated structure in a non-equilibrium geometry. The level of theory is ωB97M-V/def2-TZVPD.

Each line ends with the Mulliken charge.
Cartesian coordinates (Å):
Mn 0.697 0.208 0.324  -0.1778
C 0.342 -0.162 2.431  -0.8951
C 0.367 1.228 2.219  -0.4576
C 1.681 1.582 1.832  -0.6122
C 2.446 0.411 1.810  -0.7363
C 1.631 -0.685 2.153  -0.3586
H -0.518 -0.739 2.728  0.7126
H -0.468 1.898 2.345  0.4483
H 2.025 2.573 1.580  0.4113
H 3.483 0.348 1.525  0.6582
H 1.925 -1.719 2.240  0.4576
C -2.395 -3.968 2.021  -0.4877
C -1.274 -4.042 1.204  -0.7512
C -0.857 -2.936 0.479  -0.2144
C -1.550 -1.732 0.561  -0.3298
C -2.665 -1.656 1.394  0.3716
C -3.086 -2.767 2.111  -0.8060
N -1.039 -0.606 -0.123  0.0281
C -1.850 0.237 -0.786  1.2995
C -3.226 0.048 -1.148  -0.7624
C -3.866 0.986 -1.902  -0.6056
C -3.225 2.167 -2.368  -0.6329
C -1.911 2.366 -2.059  -0.6647
C -1.247 1.423 -1.252  -0.1817
N 0.103 1.456 -0.955  1.3537
N 0.876 2.252 -1.620  -1.1633
C 2.171 1.741 -1.521  0.5794
C 3.251 2.464 -2.038  -0.7506
C 4.488 1.867 -2.042  -0.1743
C 4.627 0.570 -1.534  -0.7447
C 3.521 -0.057 -1.016  -0.3701
N 2.303 0.514 -0.996  0.0050
H -2.721 -4.831 2.585  0.3958
H -0.721 -4.970 1.126  0.3897
H 0.018 -2.998 -0.158  0.4121
H -3.190 -0.714 1.497  0.5362
H -3.953 -2.685 2.755  0.3657
H -3.740 -0.851 -0.842  0.4739
H -4.903 0.818 -2.171  0.3786
H -3.773 2.881 -2.967  0.3925
H -1.362 3.229 -2.409  0.4549
H 3.081 3.456 -2.429  0.4646
H 5.344 2.394 -2.444  0.4010
H 5.578 0.056 -1.543  0.4023
H 3.579 -1.052 -0.595  0.4847

Computed properties:
- Lowest unoccupied orbital energy (alpha / beta): -0.01974 / -0.00502 Ha
- Orbital gap (alpha / beta): 6.329 / 6.926 eV
- Total charge: 0
- Spin multiplicity: 2

=====

[4]
This record from OMol25 describes C22H18N4O in the gas phase. The level of theory is ωB97M-V/def2-TZVPD.

Each line ends with the Mulliken charge.
Cartesian coordinates (Å):
C 0.705 6.551 3.833  -1.2986
C 1.444 5.498 3.029  0.7955
O 2.643 5.501 2.881  -0.6058
N 0.595 4.566 2.504  -0.1389
C 0.888 3.448 1.715  0.4702
C -0.179 2.658 1.299  -0.4679
C 0.032 1.527 0.515  0.1944
C 1.328 1.196 0.131  -0.5227
C 2.382 1.986 0.549  -0.9994
C 2.183 3.105 1.338  -0.4576
H 3.011 3.712 1.658  0.5297
H 3.386 1.727 0.250  0.3841
H 1.490 0.332 -0.488  0.6168
N -1.090 0.801 0.127  0.0393
C -1.182 -0.440 -0.420  0.5462
N -0.095 -1.160 -0.582  -0.3949
C -0.202 -2.388 -1.121  -0.1294
N -1.316 -2.947 -1.525  -0.5775
C -2.458 -2.247 -1.374  -0.3015
C -3.669 -2.832 -1.794  -0.4203
C -4.848 -2.152 -1.653  -0.4423
C -4.864 -0.869 -1.094  -0.8614
C -3.700 -0.276 -0.677  -0.3650
C -2.474 -0.947 -0.804  1.1341
H -3.746 0.719 -0.253  0.2740
H -5.802 -0.344 -0.993  0.3871
H -5.777 -2.601 -1.974  0.3869
H -3.629 -3.821 -2.221  0.4765
C 1.042 -3.152 -1.260  0.5840
C 2.205 -2.742 -0.612  -0.3122
C 3.371 -3.471 -0.751  -0.6608
C 3.389 -4.612 -1.536  -0.3785
C 2.234 -5.028 -2.179  -0.6091
C 1.065 -4.305 -2.042  -0.4522
H 0.156 -4.613 -2.534  0.4300
H 2.248 -5.920 -2.789  0.3858
H 4.302 -5.179 -1.645  0.3819
H 4.270 -3.150 -0.245  0.4011
H 2.178 -1.859 0.007  0.5038
H -1.971 1.249 0.336  -0.0297
H -1.187 2.926 1.592  0.2900
H -0.387 4.687 2.707  0.2042
H 0.173 6.087 4.662  0.3271
H 1.421 7.266 4.226  0.3542
H -0.012 7.073 3.202  0.3287

Computed properties:
- Lowest unoccupied orbital energy: 0.00145 Ha
- SMILES string: CC(=O)Nc1cccc(Nc2nc(-c3ccccc3)nc3ccccc23)c1
- Orbital gap: 8.065 eV
- Total charge: 0
- Relative energy (zero: lowest compared OMol25 entry of this formula, charge and spin): 0.0 kcal/mol

=====

> Among the records above, which one has the highest total charge?

C22H18DyN8OS

=====

> Among the records above, which one has the highest total charge?

C22H18DyN8OS